Entry 1:
Here is C25H30BBaN10O as an isolated structure at a distorted geometry from the Open Molecules 2025 dataset. Energies are from the ωB97M-V functional and the def2-TZVPD basis.

## Properties
HOMO level (spin up / spin down) ... -5.093 / -7.377 eV
Expectation value of S² ... 0.7571
Orbital gap (spin up / spin down) ... 4.78 / 7.04 eV
LUMO energy (spin up / spin down) ... -0.0117 / -0.0123 Eh
Multiplicity ... 2

XYZ file:
```
68
Properties=species:S:1:pos:R:3:forces:R:3
Ba -1.868 -0.740 0.002 -0.1216 0.7401 1.0867
C 0.780 -3.301 2.457 -0.0005 0.0196 -0.0022
C 1.453 -2.297 1.579 -0.0334 -0.0710 0.0689
C 2.731 -1.729 1.715 -0.0398 0.0026 0.0675
C 2.867 -0.905 0.624 -0.0765 0.0361 -0.0187
N 1.738 -0.984 -0.109 0.0967 -0.3387 -0.0575
N 0.857 -1.851 0.484 -0.1542 0.4559 -0.1589
B 1.333 -0.387 -1.469 0.0867 -0.0505 0.0239
N 0.547 0.945 -1.200 -0.1972 -0.3293 -0.0045
C 1.123 1.988 -0.561 -0.0668 -0.0144 0.0010
C 0.367 3.107 -0.800 -0.0637 0.0499 0.0006
C -0.686 2.658 -1.621 -0.0064 0.0172 0.0156
C -1.774 3.466 -2.256 0.0425 0.0187 0.0370
N -0.577 1.356 -1.857 -0.0006 -0.1510 0.0387
N 0.503 -1.465 -2.230 0.0506 0.1697 -0.1352
C 1.094 -2.493 -2.862 -0.0464 -0.0051 -0.0274
C 0.112 -3.347 -3.314 -0.0070 -0.0212 0.0029
C -1.087 -2.754 -2.901 0.0522 -0.0402 -0.0243
C -2.488 -3.222 -3.142 0.0088 0.0218 0.0121
N -0.842 -1.624 -2.241 0.2825 -0.2267 -0.3460
N 2.533 -0.060 -2.371 -0.0441 0.0135 0.1337
C 2.402 0.470 -3.607 0.0453 0.0694 0.0058
C 3.659 0.586 -4.148 -0.0026 0.0003 -0.0022
C 4.521 0.090 -3.149 0.0778 0.0018 0.0088
C 6.013 -0.019 -3.180 -0.0344 -0.0041 -0.0042
N 3.836 -0.299 -2.084 -0.1197 -0.0051 -0.0617
H 1.024 -3.128 3.505 -0.0065 0.0007 -0.0010
H 1.099 -4.313 2.203 0.0048 0.0059 0.0023
H -0.304 -3.246 2.343 -0.0024 0.0295 0.0332
H 3.448 -1.899 2.501 -0.0110 -0.0074 -0.0187
H 3.691 -0.293 0.302 0.0010 -0.0351 -0.0427
H 2.038 1.860 -0.004 -0.0134 -0.0039 -0.0030
H 0.540 4.107 -0.437 0.0009 -0.0146 -0.0125
H -1.854 4.444 -1.782 -0.0236 -0.0172 0.0122
H -2.740 2.967 -2.192 0.0102 -0.0226 -0.0379
H -1.563 3.623 -3.315 0.0232 0.0106 0.0068
H 2.169 -2.548 -2.938 -0.0171 0.0266 -0.0265
H 0.240 -4.264 -3.864 -0.0008 0.0266 -0.0123
H -2.482 -4.174 -3.670 -0.0119 -0.0058 0.0061
H -3.044 -2.505 -3.748 0.0097 0.0016 -0.0068
H -3.042 -3.373 -2.211 0.0153 -0.0056 0.0084
H 1.430 0.721 -4.002 0.0099 -0.0092 0.0098
H 3.923 0.971 -5.119 0.0030 -0.0058 0.0172
H 6.404 0.338 -4.132 -0.0046 -0.0029 0.0021
H 6.333 -1.053 -3.046 -0.0057 -0.0027 -0.0034
H 6.466 0.572 -2.384 -0.0066 0.0075 -0.0017
C -1.774 -1.703 4.811 -0.1010 0.0813 0.0939
O -2.266 -1.316 3.539 0.2535 0.3833 -0.5217
C -1.606 -0.297 2.780 0.3904 -0.7728 0.0374
C -0.366 0.241 3.454 -0.2138 0.1919 0.0881
H -0.702 -1.904 4.789 0.0022 -0.0341 0.0139
H -2.300 -2.617 5.086 -0.0020 0.0151 0.0082
H -1.974 -0.940 5.569 0.0146 -0.0019 -0.0084
H -0.514 0.585 4.488 -0.0271 0.0273 -0.0353
H -0.004 1.098 2.879 0.0153 -0.0170 -0.0088
H 0.462 -0.484 3.486 -0.0332 -0.0091 -0.0529
N -3.128 2.219 5.916 0.0129 -0.0354 0.0332
C -3.267 2.306 4.779 -0.0782 0.0640 -0.2772
C -3.433 2.418 3.352 -0.0128 0.1727 0.3481
C -3.331 3.644 2.713 0.0029 0.0192 0.0648
C -3.464 3.694 1.335 0.0528 0.0317 -0.0623
C -3.683 2.501 0.659 0.0212 0.0459 0.2050
N -3.790 1.320 1.259 -0.0954 -0.1980 -0.4547
C -3.653 1.262 2.595 0.3654 -0.3346 -0.0946
H -3.155 4.540 3.293 0.0149 -0.0032 -0.0058
H -3.400 4.629 0.795 0.0131 -0.0121 0.0036
H -3.769 2.501 -0.421 -0.0831 -0.0050 0.0170
H -3.804 0.310 3.076 -0.2153 0.0554 0.0165
```
Forces are in eV/Å.

---

Entry 2:
Here is C25H30BrI2N6O7SeTi as an isolated structure from the Open Molecules 2025 dataset. Energies are from the ωB97M-V functional and the def2-TZVPD basis.

## Properties
HOMO level (spin up / spin down) ... -7.996 / -8.214 eV
Expectation value of S² ... 0.7522
Orbital gap (spin up / spin down) ... 7.81 / 8.03 eV
LUMO energy (spin up / spin down) ... -0.0067 / -0.0067 Eh
Multiplicity ... 2

XYZ file:
```
73
Properties=species:S:1:pos:R:3:forces:R:3
Ti -0.091 1.038 -0.768 -0.5047 0.0929 0.1219
I 2.368 3.347 6.077 -0.0030 -0.0037 -0.0031
C 1.668 2.314 4.407 0.0023 0.0006 0.0073
C 2.130 1.039 4.136 -0.0077 0.0006 -0.0044
C 1.652 0.378 3.017 -0.0111 0.0043 0.0021
I 2.383 -1.558 2.717 -0.0101 -0.0147 -0.0007
C 0.725 0.935 2.115 -0.0086 -0.0278 0.0248
O 0.324 0.268 1.048 0.1356 0.0417 -0.1082
C 0.263 2.233 2.440 -0.0176 0.0084 0.0004
C -0.719 3.004 1.585 0.0100 0.0085 0.0075
N -1.505 2.157 0.687 0.0973 -0.0658 -0.0997
C -2.462 1.322 1.443 0.0032 -0.0125 0.0142
C -3.537 0.737 0.566 -0.0077 0.0118 0.0012
C -4.523 1.566 0.043 0.0101 -0.0002 -0.0040
C -5.477 1.035 -0.800 -0.0023 -0.0055 -0.0022
C -5.438 -0.325 -1.067 -0.0017 0.0004 0.0012
C -4.445 -1.079 -0.469 0.0107 -0.0025 -0.0062
N -3.499 -0.574 0.325 -0.0043 -0.0136 0.0052
C 0.733 2.891 3.567 0.0049 -0.0073 0.0066
H 2.851 0.562 4.784 0.0005 0.0014 0.0015
H -1.384 3.564 2.253 -0.0014 0.0044 -0.0056
H -0.175 3.724 0.973 0.0030 -0.0107 -0.0046
H -2.019 2.742 0.033 -0.0128 -0.0032 0.0066
H -1.911 0.517 1.925 -0.0063 -0.0058 -0.0081
H -2.933 1.934 2.222 0.0108 -0.0028 0.0057
H -4.523 2.622 0.284 0.0009 0.0000 -0.0011
H -6.238 1.665 -1.241 -0.0003 -0.0005 -0.0001
H -6.161 -0.795 -1.718 0.0005 -0.0005 -0.0007
H -4.408 -2.150 -0.637 0.0094 -0.0150 -0.0022
H 0.356 3.883 3.785 -0.0013 -0.0001 -0.0006
N 1.405 -2.096 -0.652 -0.0347 0.0436 0.0294
C 1.270 -3.495 -1.164 -0.0060 -0.0107 -0.0066
C 0.564 -4.337 -0.100 -0.0024 0.0182 0.0006
C -0.888 -3.891 0.127 0.0216 -0.0043 0.0016
N -0.882 -2.565 0.751 0.0069 0.0428 0.0029
C -1.638 -3.856 -1.202 -0.0109 0.0105 -0.0119
C -0.957 -3.060 -2.317 0.0122 -0.0096 -0.0214
N -0.995 -1.611 -2.079 -0.0192 -0.0291 0.0484
C 0.498 -3.499 -2.479 0.0038 -0.0068 -0.0105
H 2.148 -1.993 0.039 0.0072 -0.0009 0.0224
H 0.498 -1.874 -0.144 0.0622 0.0136 -0.0120
H 1.563 -1.400 -1.380 -0.0013 0.0097 -0.0026
H 2.278 -3.876 -1.336 0.0034 0.0054 0.0041
H 1.117 -4.298 0.843 0.0028 0.0037 0.0051
H 0.577 -5.377 -0.433 0.0046 -0.0045 0.0046
H -1.376 -4.638 0.765 0.0029 -0.0097 -0.0079
H -0.614 -2.605 1.727 0.0066 -0.0010 0.0032
H -1.773 -2.076 0.682 0.0032 0.0128 0.0020
H -2.646 -3.467 -1.040 -0.0188 0.0090 -0.0014
H -1.756 -4.886 -1.548 -0.0024 0.0003 -0.0005
H -1.481 -3.309 -3.248 0.0025 0.0073 -0.0052
H -1.930 -1.319 -1.808 0.0043 0.0091 0.0202
H -0.846 -1.138 -2.970 -0.0399 -0.0011 -0.0203
H 0.996 -2.857 -3.210 -0.0011 -0.0051 -0.0004
H 0.532 -4.517 -2.876 0.0038 -0.0025 0.0056
Br 7.533 1.023 -0.283 -0.0018 0.0010 -0.0006
C 5.966 2.071 -0.179 0.0018 0.0011 -0.0041
C 6.053 3.407 0.191 -0.0010 -0.0023 0.0007
N 4.990 4.197 0.286 0.0033 0.0039 0.0012
C 3.799 3.673 0.015 -0.0006 -0.0084 0.0037
C 3.622 2.347 -0.362 0.0090 0.0163 -0.0076
C 4.733 1.523 -0.464 -0.0033 -0.0016 0.0059
C 2.263 1.809 -0.622 0.0286 -0.0775 -0.0200
O 2.096 0.606 -0.945 0.1397 -0.0511 -0.0356
O 1.251 2.565 -0.466 0.1219 0.0282 0.0852
H 7.017 3.848 0.418 0.0013 -0.0011 0.0006
H 2.940 4.327 0.097 -0.0005 0.0002 -0.0006
H 4.621 0.488 -0.757 -0.0021 -0.0010 0.0007
O -1.804 0.334 -4.294 0.0061 -0.0465 0.0192
Se -1.364 1.475 -3.251 0.0431 0.1190 0.0132
O -1.722 2.994 -3.596 -0.0309 -0.0226 -0.0711
O -1.907 1.091 -1.683 -0.0133 -0.0281 -0.0842
O 0.245 1.266 -2.786 -0.0108 -0.0134 0.0889
```
Forces are in eV/Å.

---

Entry 3:
Here is a 9-piece molecular cluster, C25H30Cl10N4 overall at a distorted geometry from the Open Molecules 2025 dataset. Energies are from the ωB97M-V functional and the def2-TZVPD basis.

## Properties
SMILES ... c1ccncc1.c1ccncc1.c1ccncc1.c1ccncc1.ClCCl.ClCCl.ClCCl.ClCCl.ClCCl
HOMO level ... -9.455 eV
Orbital gap ... 9.79 eV
LUMO energy ... 0.0123 Eh
Multiplicity ... 1

XYZ file:
```
69
Properties=species:S:1:pos:R:3:forces:R:3
C -23.010 15.519 -21.776 0.4812 0.0997 0.5633
C -23.155 16.609 -22.612 -0.2838 0.4279 -0.1279
C -23.452 17.852 -22.045 -0.0712 -0.5880 -0.0736
N -23.516 18.056 -20.739 -0.2185 -0.1205 0.1716
C -23.299 17.006 -19.930 0.2327 0.6239 -0.1763
C -23.043 15.731 -20.394 0.2180 -0.0901 -0.5892
H -22.829 14.510 -22.122 0.0370 0.0824 -0.2955
H -23.096 16.570 -23.692 -0.0225 -0.3485 0.0083
H -23.737 18.669 -22.697 0.3039 0.2174 0.0758
H -23.321 17.263 -18.880 0.0207 -0.3095 0.1341
H -22.795 14.903 -19.745 -0.2947 0.1080 0.2560
C -20.676 11.958 -13.513 0.6244 0.4871 0.0884
C -19.456 12.066 -12.859 0.4143 -0.3462 0.1857
C -18.437 12.835 -13.416 -0.6952 0.1272 -0.3467
N -18.580 13.490 -14.568 0.1126 -0.0107 0.0264
C -19.774 13.441 -15.166 0.5260 0.6688 0.7099
C -20.844 12.755 -14.634 -0.6961 -0.6987 -0.4833
H -21.463 11.300 -13.174 -0.0589 0.1111 0.1859
H -19.228 11.551 -11.934 -0.2406 -0.1169 -0.0188
H -17.489 12.946 -12.907 0.0853 -0.0761 -0.0237
H -19.862 14.083 -16.034 -0.1748 -0.2126 -0.1950
H -21.805 12.760 -15.135 0.0841 0.0416 -0.1213
C -25.191 9.645 -18.694 0.1082 0.0050 0.8286
C -26.377 10.033 -18.102 -0.2637 0.3716 0.1910
C -26.564 11.385 -17.797 0.0829 -0.8043 -0.3727
N -25.709 12.331 -18.156 0.2698 0.3519 -0.1347
C -24.567 11.955 -18.746 -0.2654 -0.5181 0.5149
C -24.230 10.622 -18.898 0.1646 -0.1917 -0.9701
H -24.974 8.600 -18.869 -0.0123 0.0138 -0.1308
H -27.151 9.326 -17.834 0.0384 -0.0633 -0.0763
H -27.465 11.663 -17.264 0.0197 0.3038 -0.0356
H -23.871 12.706 -19.098 -0.1243 0.3142 0.2197
H -23.262 10.342 -19.293 -0.0069 0.1202 -0.0384
C -28.362 16.906 -20.291 0.5532 -0.6200 -0.8781
C -28.275 15.942 -19.300 -0.2505 0.8157 0.6396
C -27.167 15.103 -19.257 -0.1084 0.4863 -0.3369
N -26.193 15.193 -20.151 0.9111 -0.1579 -0.2035
C -26.230 16.135 -21.097 -1.0231 -0.0408 0.3166
C -27.329 16.973 -21.226 -0.1682 0.4058 0.1463
H -29.198 17.579 -20.412 -0.1004 -0.0027 0.3523
H -28.993 16.020 -18.491 -0.0647 -0.5800 -0.0261
H -26.991 14.365 -18.483 -0.3291 -0.0732 -0.0378
H -25.392 16.248 -21.771 -0.0587 -0.3100 0.1169
H -27.372 17.739 -21.991 0.1403 -0.0992 -0.0989
Cl -23.876 14.556 -15.407 -0.0108 0.0554 -0.0995
C -25.158 15.015 -16.555 0.2746 -0.2620 0.5757
Cl -25.288 16.773 -16.722 -0.0056 -0.2459 -0.1358
H -24.920 14.510 -17.482 -0.1884 0.3605 -0.2075
H -26.079 14.640 -16.127 -0.0935 0.0504 -0.1574
Cl -24.009 15.859 -11.082 0.0135 -0.0991 0.1114
C -22.830 14.951 -12.040 0.1670 0.1542 -0.1365
Cl -21.209 14.927 -11.293 -0.4097 0.0427 -0.2069
H -23.171 13.930 -12.165 -0.0165 -0.0147 0.1588
H -22.788 15.451 -13.002 0.2914 -0.0234 0.0396
Cl -27.755 12.101 -14.384 -0.0319 -0.2895 0.1491
C -28.035 13.742 -13.819 0.5511 0.3937 0.2743
Cl -26.681 14.369 -12.827 -0.2111 -0.1183 -0.3641
H -28.120 14.340 -14.718 -0.1213 0.2705 0.1996
H -28.898 13.805 -13.170 -0.2022 -0.2139 -0.2502
Cl -23.010 18.161 -14.283 0.4632 0.4320 -0.2089
C -22.311 18.469 -15.909 -0.8672 -0.3223 0.1438
Cl -21.296 17.104 -16.394 -0.0305 0.2991 -0.1356
H -23.192 18.538 -16.539 0.2070 -0.2459 -0.2806
H -21.776 19.408 -15.995 0.2786 -0.1310 0.5262
Cl -28.705 19.819 -18.427 -0.2690 0.2252 -0.0870
C -27.037 19.294 -18.352 0.6565 -0.2426 -0.0544
Cl -25.848 20.598 -18.429 0.0038 0.3638 0.1348
H -26.894 18.777 -17.412 -0.0496 -0.0529 -0.0843
H -26.795 18.672 -19.208 -0.2956 -0.1905 0.1552
```
Forces are in eV/Å.

---

For each record above, in turn, the calculated ΔE to the lowest compared entry with this formula, charge and spin values are 20.3 78.8 0.0 kJ/mol.
For each record above, in turn, the calculated E_tot values are -44730.8817 -224393.8398 -157595.4312 eV.